--- 1 ---
20
Properties=species:S:1:pos:R:3:lowdin_charge:R:1 method="wB97M-V/def2-TZVPD" homo_ev=-10.970 lumo_ev=1.3 mol_weight_g_mol=86.2 orbital_gap_ev=12.25
C -2.22 1.67 -1.63 -0.12
C -0.79 1.27 -1.24 -0.28
C -0.74 0.13 -0.22 -0.24
C 0.69 -0.22 0.19 -0.25
C 0.79 -1.29 1.27 -0.28
C 2.24 -1.61 1.63 -0.13
H -2.67 0.94 -2.31 0.07
H -2.86 1.74 -0.75 0.07
H -2.23 2.65 -2.13 0.07
H -0.23 0.98 -2.14 0.11
H -0.27 2.14 -0.82 0.11
H -1.24 -0.76 -0.63 0.12
H -1.31 0.42 0.67 0.11
H 1.19 0.70 0.55 0.12
H 1.26 -0.54 -0.70 0.12
H 0.25 -0.97 2.16 0.11
H 0.29 -2.21 0.92 0.11
H 2.79 -1.97 0.76 0.07
H 2.31 -2.37 2.41 0.07
H 2.75 -0.71 2.00 0.07

---

--- 2 ---
20
Properties=species:S:1:pos:R:3:lowdin_charge:R:1 method="wB97M-V/def2-TZVPD" homo_ev=-6.731 lumo_ev=-1.2 mol_weight_g_mol=86.2 orbital_gap_ev=5.49
C -2.03 -0.99 -0.14 -0.02
C -0.69 -1.60 -0.18 -0.21
C 0.48 -0.51 -0.07 -0.43
C 1.95 -0.34 -0.23 -0.04
C -0.31 0.82 -0.12 -0.19
C 0.14 1.75 0.97 -0.10
H -2.48 -1.08 0.85 0.08
H -1.55 0.40 -0.12 0.11
H -2.76 -1.07 -0.94 0.07
H -0.58 -2.17 -1.10 0.10
H -0.60 -2.24 0.72 0.11
H 0.84 -0.72 0.93 0.08
H 2.39 -0.79 -1.14 0.02
H 2.58 -0.71 0.58 0.03
H 2.33 2.94 -1.58 0.00
H 2.16 3.55 -1.98 0.01
H -0.26 1.20 -1.17 0.13
H 1.22 1.76 0.79 0.06
H -0.46 2.65 0.97 0.08
H 0.09 1.15 1.89 0.09

---

It is 1 that is the most stable of them.

---

--- 1 ---
100
Properties=species:S:1:pos:R:3:lowdin_charge:R:1 method="wB97M-V/def2-TZVPD" homo_ev=-5.485 lumo_ev=1.9 mol_weight_g_mol=1084.4 charge=-1 orbital_gap_ev=7.35
Co 0.69 -0.05 0.45 0.51
O -0.35 -0.53 1.92 -0.16
C -0.06 -0.11 3.13 -0.32
C -0.48 -0.90 4.22 -0.02
C -0.21 -0.54 5.52 -0.08
C 0.47 0.65 5.80 -0.11
C 0.86 1.46 4.76 -0.05
C 0.61 1.10 3.43 -0.16
C 0.89 2.04 2.38 -0.03
N 0.83 1.71 1.15 -0.04
N 0.68 2.68 0.17 0.13
C -0.01 2.12 -0.78 -0.41
O -0.41 0.87 -0.73 -0.15
C -0.35 2.89 -2.00 -0.13
C -0.93 2.24 -3.08 -0.02
C -1.22 2.95 -4.24 -0.08
C -0.93 4.31 -4.31 -0.10
C -0.35 4.96 -3.23 -0.09
C -0.06 4.25 -2.08 -0.03
H -1.01 -1.82 3.99 0.11
H -0.52 -1.18 6.33 0.10
H 0.69 0.93 6.83 0.09
H 1.37 2.39 4.95 0.11
H 1.02 3.10 2.61 0.14
H -1.14 1.18 -3.00 0.08
H -1.67 2.44 -5.08 0.10
H -1.16 4.86 -5.22 0.10
H -0.12 6.01 -3.29 0.10
H 0.41 4.74 -1.23 0.11
N -1.08 -2.17 -1.58 -0.35
P -2.55 -1.22 -1.56 1.04
C -3.75 -2.53 -2.05 -0.38
C -3.39 -3.79 -2.51 -0.11
C -4.36 -4.71 -2.90 -0.09
C -5.70 -4.37 -2.85 -0.11
C -6.07 -3.11 -2.40 -0.09
C -5.10 -2.20 -2.02 -0.11
C -3.00 -1.12 0.21 -0.38
C -3.10 0.14 0.79 -0.11
C -3.44 0.28 2.13 -0.08
C -3.66 -0.84 2.90 -0.09
C -3.58 -2.11 2.33 -0.08
C -3.27 -2.24 0.99 -0.09
P 0.22 -2.11 -0.48 1.05
C -0.15 -3.42 0.75 -0.30
C 0.50 -3.41 1.98 -0.08
C 0.34 -4.47 2.86 -0.07
C -0.47 -5.54 2.52 -0.09
C -1.11 -5.57 1.29 -0.09
C -0.94 -4.52 0.40 -0.10
C 1.54 -2.99 -1.37 -0.31
C 2.81 -2.92 -0.83 -0.07
C 3.87 -3.59 -1.44 -0.06
C 3.65 -4.34 -2.59 -0.09
C 2.37 -4.42 -3.12 -0.09
C 1.31 -3.75 -2.52 -0.08
H -0.64 -1.95 -2.47 0.03
H -2.34 -4.06 -2.55 0.07
H -4.06 -5.69 -3.25 0.10
H -6.46 -5.09 -3.15 0.09
H -7.12 -2.83 -2.36 0.10
H -5.40 -1.21 -1.68 0.10
H -2.89 1.02 0.18 0.10
H -3.50 1.27 2.57 0.11
H -3.89 -0.73 3.96 0.10
H -3.76 -2.99 2.94 0.10
H -3.23 -3.23 0.55 0.10
H 1.14 -2.59 2.26 0.08
H 0.85 -4.45 3.81 0.11
H -0.61 -6.37 3.22 0.10
H -1.74 -6.41 1.01 0.10
H -1.42 -4.53 -0.56 0.08
H 3.00 -2.33 0.05 0.07
H 4.86 -3.50 -1.02 0.11
H 4.47 -4.85 -3.07 0.10
H 2.19 -5.01 -4.01 0.10
H 0.32 -3.83 -2.95 0.09
O 1.13 -0.49 -2.69 0.01
C 1.99 0.14 -2.08 -0.56
O 2.07 0.31 -0.81 -0.08
C 3.12 0.78 -2.84 -0.09
C 3.36 0.39 -4.15 0.00
C 4.37 0.99 -4.89 -0.06
C 5.14 2.00 -4.33 -0.01
C 4.86 2.38 -3.03 -0.13
C 3.88 1.79 -2.26 0.08
N 5.66 3.48 -2.45 -0.35
O 5.29 3.94 -1.39 0.09
O 6.64 3.86 -3.07 0.05
H 2.74 -0.39 -4.58 0.12
H 4.56 0.67 -5.91 0.10
H 5.93 2.49 -4.88 0.11
H 3.69 2.10 -1.25 0.13
F 2.30 -0.74 1.61 -0.34
Sb 4.02 -0.76 2.55 1.39
F 3.93 1.12 2.61 -0.34
F 4.86 -0.71 0.87 -0.34
F 5.67 -0.82 3.44 -0.36
F 3.93 -2.64 2.40 -0.35
F 3.06 -0.87 4.17 -0.33

---

--- 2 ---
100
Properties=species:S:1:pos:R:3:lowdin_charge:R:1 method="wB97M-V/def2-TZVPD" homo_ev=-5.448 lumo_ev=1.5 mol_weight_g_mol=1084.4 charge=-1 orbital_gap_ev=6.99
Co 1.10 0.55 -0.11 0.48
O 1.70 -1.05 0.62 -0.16
C 2.89 -1.46 0.25 -0.32
C 3.71 -2.09 1.22 -0.01
C 4.94 -2.59 0.89 -0.09
C 5.43 -2.52 -0.41 -0.10
C 4.65 -1.91 -1.38 -0.05
C 3.40 -1.37 -1.07 -0.15
C 2.58 -0.82 -2.11 -0.02
N 1.59 -0.06 -1.83 -0.04
N 0.56 0.14 -2.75 0.13
C -0.55 0.17 -2.07 -0.42
O -0.60 0.05 -0.78 -0.15
C -1.84 0.39 -2.77 -0.14
C -3.02 0.41 -2.03 -0.02
C -4.22 0.68 -2.66 -0.08
C -4.25 0.92 -4.03 -0.10
C -3.08 0.90 -4.77 -0.09
C -1.87 0.63 -4.14 -0.03
H 3.34 -2.13 2.24 0.11
H 5.55 -3.05 1.66 0.10
H 6.40 -2.91 -0.66 0.09
H 5.01 -1.83 -2.39 0.11
H 2.71 -1.13 -3.15 0.14
H -2.97 0.23 -0.97 0.08
H -5.14 0.70 -2.09 0.10
H -5.19 1.14 -4.52 0.10
H -3.10 1.10 -5.83 0.10
H -0.94 0.63 -4.70 0.11
N -0.87 -0.32 2.48 -0.34
P -1.95 -1.30 1.57 1.02
C -1.11 -2.91 1.42 -0.36
C -1.73 -3.84 0.58 -0.11
C -1.20 -5.10 0.40 -0.09
C -0.02 -5.46 1.06 -0.09
C 0.61 -4.54 1.88 -0.08
C 0.07 -3.28 2.06 -0.11
C -3.09 -1.74 2.95 -0.36
C -4.44 -1.48 2.78 -0.11
C -5.36 -1.79 3.78 -0.09
C -4.92 -2.35 4.97 -0.10
C -3.57 -2.61 5.15 -0.09
C -2.66 -2.32 4.15 -0.09
P 0.11 0.96 1.90 1.04
C -1.01 2.38 1.80 -0.32
C -0.42 3.65 1.75 -0.08
C -1.21 4.77 1.56 -0.08
C -2.59 4.63 1.41 -0.09
C -3.17 3.37 1.46 -0.08
C -2.38 2.25 1.66 -0.08
C 1.07 1.30 3.40 -0.31
C 0.39 1.42 4.62 -0.10
C 1.09 1.71 5.78 -0.09
C 2.46 1.89 5.73 -0.09
C 3.14 1.77 4.53 -0.06
C 2.45 1.47 3.36 -0.06
H -0.41 -0.78 3.26 0.04
H -2.63 -3.56 0.05 0.10
H -1.68 -5.81 -0.26 0.10
H 0.41 -6.44 0.90 0.10
H 1.54 -4.80 2.37 0.10
H 0.61 -2.56 2.67 0.09
H -4.78 -1.03 1.86 0.09
H -6.41 -1.58 3.64 0.10
H -5.63 -2.59 5.75 0.10
H -3.22 -3.06 6.08 0.10
H -1.61 -2.55 4.30 0.10
H 0.66 3.75 1.82 0.10
H -0.75 5.75 1.52 0.11
H -3.20 5.51 1.25 0.10
H -4.24 3.27 1.33 0.10
H -2.84 1.27 1.69 0.06
H -0.69 1.31 4.65 0.11
H 0.55 1.81 6.71 0.10
H 3.01 2.12 6.64 0.10
H 4.21 1.91 4.48 0.11
H 2.99 1.37 2.43 0.08
O 2.49 2.98 -1.67 -0.10
C 1.27 3.13 -1.33 -0.51
O 0.56 2.32 -0.71 -0.03
C 0.60 4.39 -1.76 -0.08
C 1.35 5.52 -2.05 0.03
C 0.72 6.71 -2.39 -0.04
C -0.66 6.78 -2.45 0.00
C -1.39 5.63 -2.17 -0.14
C -0.79 4.44 -1.82 0.08
N -2.85 5.70 -2.21 -0.35
O -3.48 4.68 -2.08 0.08
O -3.36 6.80 -2.38 0.06
H 2.43 5.45 -2.00 0.13
H 1.31 7.59 -2.60 0.11
H -1.17 7.69 -2.70 0.11
H -1.39 3.57 -1.58 0.13
F 2.77 1.30 0.41 -0.38
Sb 4.09 2.90 -0.29 1.52
F 4.76 1.29 -1.07 -0.35
F 4.99 2.26 1.28 -0.37
F 4.94 4.56 0.26 -0.41
F 2.69 3.75 0.77 -0.35
F 4.87 3.58 -1.93 -0.40

---

It is 1 that is the most stable of them.

---

--- 1 ---
17
Properties=species:S:1:pos:R:3:lowdin_charge:R:1 method="wB97M-V/def2-TZVPD" homo_ev=-13.880 lumo_ev=-4.9 mol_weight_g_mol=109.2 charge=+1 orbital_gap_ev=8.97
C -1.46 -1.35 -0.07 0.22
N -0.57 -0.72 0.59 -0.04
C 0.23 -0.88 1.79 -0.06
C 0.87 0.48 1.57 0.00
C -0.09 0.56 0.30 -0.29
N -0.89 1.64 -0.39 0.30
C -0.02 1.14 -1.09 -0.23
C 0.58 0.87 -2.36 0.03
H -1.87 -1.00 -0.98 0.11
H -1.87 -2.29 0.36 0.14
H 0.92 -1.65 1.97 0.13
H -0.46 -1.03 2.66 0.16
H 0.50 1.37 2.07 0.12
H 1.92 0.50 1.61 0.10
H 1.64 0.68 -2.22 0.11
H 0.53 1.67 -3.00 0.07
H 0.05 0.01 -2.81 0.12

---

--- 2 ---
17
Properties=species:S:1:pos:R:3:lowdin_charge:R:1 method="wB97M-V/def2-TZVPD" homo_ev=-13.874 lumo_ev=-4.7 mol_weight_g_mol=109.2 charge=+1 orbital_gap_ev=9.17
H 1.98 0.50 0.53 0.06
N 1.37 0.91 1.22 0.19
C 0.13 0.72 1.16 -0.39
C -0.79 1.26 2.19 -0.03
C -0.51 -0.09 0.05 -0.23
C -1.34 -1.11 0.21 0.16
N -0.03 0.27 -1.26 0.16
C 0.73 -0.45 -1.95 0.00
C 1.49 -1.22 -2.62 0.17
H -1.70 1.65 1.74 0.09
H -0.28 2.04 2.75 0.09
H -1.06 0.47 2.89 0.10
H -1.70 -1.68 -0.63 0.09
H -1.69 -1.39 1.18 0.10
H -0.26 1.22 -1.57 0.21
H 2.57 -1.22 -2.53 0.12
H 1.10 -1.90 -3.36 0.12

---

--- 3 ---
17
Properties=species:S:1:pos:R:3:lowdin_charge:R:1 method="wB97M-V/def2-TZVPD" homo_ev="-13.915 / -13.915" lumo_ev="-5.4 / -5.4" mol_weight_g_mol=109.2 charge=+1 orbital_gap_ev="8.51 / 8.51"
C 1.65 0.78 -0.74 0.05
C 2.15 -0.63 -0.62 0.05
C -0.01 -0.54 0.79 -0.12
C 0.42 1.50 -0.14 -0.11
C 1.51 -0.39 0.84 -0.13
C -2.03 0.67 -0.12 0.04
N 1.68 1.08 0.59 0.15
N -0.56 0.62 0.17 -0.11
H 1.74 -1.27 -1.34 0.11
H 3.17 -0.55 -0.73 0.11
H -0.25 -1.43 0.19 0.15
H -0.52 -0.52 1.77 0.16
H 0.26 2.63 -0.27 0.20
H 1.90 -0.68 1.84 0.17
H -2.27 1.58 -0.64 0.10
H -2.22 -0.05 -0.85 0.07
H -2.64 0.38 0.80 0.13

---

It is 2 that is the most stable of them.

---

--- 1 ---
26
Properties=species:S:1:pos:R:3:lowdin_charge:R:1 method="wB97M-V/def2-TZVPD" homo_ev=-12.835 lumo_ev=-3.8 mol_weight_g_mol=273.1 charge=+1 orbital_gap_ev=8.99
C -3.39 0.28 1.16 -0.08
C -3.01 0.54 -1.21 -0.03
C -2.11 0.57 1.44 0.01
C -3.81 0.25 -0.18 -0.70
C -1.67 0.94 -0.85 -0.25
C 0.20 0.92 0.78 -0.16
C 1.02 -0.53 -0.36 -0.41
C 4.44 -1.32 0.32 -0.07
C 2.95 -1.68 0.00 -0.16
N 0.93 1.56 1.50 0.22
N -1.24 0.94 0.44 0.06
N -0.96 1.27 -1.92 0.22
O 0.33 -1.22 -1.04 0.16
O 2.18 -0.41 0.08 0.02
Br -5.61 -0.10 -0.41 0.90
H -4.09 0.01 1.95 0.12
H -3.33 0.63 -2.30 0.16
H -1.70 0.77 2.34 0.11
H 4.97 -2.30 0.53 0.10
H 4.98 -0.97 -0.66 0.11
H 4.42 -0.49 1.07 0.09
H 2.69 -2.38 0.88 0.16
H 2.81 -2.12 -1.01 0.13
H 0.51 2.05 2.26 0.08
H -1.40 1.07 -2.81 0.14
H -0.12 1.72 -1.99 0.10

---

--- 2 ---
26
Properties=species:S:1:pos:R:3:lowdin_charge:R:1 method="wB97M-V/def2-TZVPD" homo_ev=-12.526 lumo_ev=-4.0 mol_weight_g_mol=273.1 charge=+1 orbital_gap_ev=8.49
O 1.40 -1.71 -0.84 0.11
N 0.79 -1.75 0.18 -0.39
O -0.26 -2.30 0.49 0.08
C 1.41 -0.81 1.13 -0.74
Br 3.27 -0.72 1.11 0.96
N 0.86 -1.21 2.41 0.01
N -0.54 -0.82 2.46 0.08
C -0.65 0.57 2.02 -0.10
C 0.39 0.77 0.90 -0.03
C -0.09 0.83 -0.64 -0.21
C 0.71 1.42 -1.59 -0.05
C 0.27 1.40 -2.88 -0.08
C -0.72 0.58 -3.33 -0.08
C -1.53 0.00 -2.38 -0.05
C -1.19 0.04 -1.02 -0.06
H 1.48 -0.85 3.20 0.16
H -0.84 -0.83 3.42 0.19
H -0.96 -1.46 1.86 0.11
H -0.67 1.28 2.89 0.15
H -1.74 0.78 1.68 0.17
H 1.17 1.50 1.14 0.12
H 1.59 1.96 -1.25 0.12
H 0.91 1.92 -3.70 0.15
H -0.84 0.25 -4.34 0.12
H -2.53 -0.42 -2.76 0.14
H -1.70 -0.43 -0.15 0.10

---

It is 1 that is the most stable of them.

---

--- 1 ---
18
Properties=species:S:1:pos:R:3:lowdin_spin:R:1 method="wB97M-V/def2-TZVPD" homo_ev="-15.387 / -15.255" spin_multiplicity=2 lumo_ev="-3.1 / -8.5" mol_weight_g_mol=105.1 s_squared=0.76 charge=+1 orbital_gap_ev="12.27 / 6.79"
C -0.74 0.15 0.90 0.07
C 0.46 -0.77 0.97 0.07
C 1.06 -0.31 2.30 0.02
O 1.37 -0.53 -0.13 0.01
N -1.38 0.11 -0.43 0.61
C -1.11 0.85 -1.56 0.05
O 0.08 0.59 -2.26 0.12
H -1.41 -0.25 1.62 0.02
H -0.51 1.27 1.03 0.00
H 0.00 -1.84 1.00 0.00
H 1.08 -1.44 2.92 0.01
H 2.08 0.00 2.34 0.00
H 0.57 0.41 2.86 0.00
H 2.29 -0.60 0.29 0.00
H -1.64 -0.78 -0.61 0.02
H -1.00 1.92 -1.18 0.01
H -1.89 0.64 -2.23 0.01
H 0.53 -0.05 -1.66 0.00

---

--- 2 ---
18
Properties=species:S:1:pos:R:3:lowdin_spin:R:1 method="wB97M-V/def2-TZVPD" homo_ev="-13.568 / -13.559" spin_multiplicity=2 lumo_ev="-3.6 / -9.1" mol_weight_g_mol=105.1 s_squared=0.75 charge=+1 orbital_gap_ev="9.93 / 4.44"
C -0.09 1.98 -1.32 0.00
C -1.55 2.13 -0.81 0.00
O -1.88 1.49 0.50 0.00
O -2.41 2.58 -1.35 0.00
H -0.06 1.61 -2.25 0.00
H 0.46 1.20 -0.58 0.00
H 0.59 2.90 -1.05 0.00
C 1.30 -1.49 1.07 0.10
C -0.15 -0.91 0.90 0.05
N 1.46 -2.37 -0.15 0.73
H 1.85 -0.55 1.41 0.05
H 1.24 -2.20 1.92 0.01
H -0.31 -0.33 -0.01 0.00
H -0.18 -0.36 1.81 0.00
H 1.25 -1.83 -0.97 0.02
H -2.69 0.87 0.32 0.00
H 2.11 -3.06 -0.34 0.03
H -0.96 -1.66 0.89 0.00

---

--- 3 ---
18
Properties=species:S:1:pos:R:3:lowdin_spin:R:1 method="wB97M-V/def2-TZVPD" homo_ev="-14.836 / -14.751" spin_multiplicity=2 lumo_ev="-3.4 / -9.2" mol_weight_g_mol=105.1 s_squared=0.76 charge=+1 orbital_gap_ev="11.43 / 5.57"
C 0.47 -0.86 -1.33 0.08
O 1.73 -0.33 -1.57 0.01
C 0.14 -0.97 0.16 0.19
C -0.04 0.48 0.94 0.04
C -0.90 1.67 0.46 0.02
O 1.22 1.03 1.13 0.01
N -1.05 -1.73 0.22 0.47
H 0.32 -1.87 -1.93 0.00
H -0.34 -0.21 -1.93 0.02
H 1.32 -1.21 0.46 0.13
H -0.39 0.41 1.95 0.00
H -0.52 2.70 0.09 0.00
H -1.38 2.05 1.37 0.00
H -1.55 1.28 -0.26 0.00
H 1.70 1.38 0.45 0.00
H -1.52 -1.81 1.23 0.01
H -0.97 -2.66 -0.09 0.02
H 1.75 0.67 -1.37 0.00

---

--- 4 ---
18
Properties=species:S:1:pos:R:3:lowdin_spin:R:1 method="wB97M-V/def2-TZVPD" homo_ev="-14.859 / -14.803" spin_multiplicity=2 lumo_ev="-8.7 / -9.2" mol_weight_g_mol=105.1 s_squared=1.49 charge=+1 orbital_gap_ev="6.12 / 5.65"
O 2.19 1.34 0.69 -0.22
C 2.13 0.81 -0.45 0.03
C 0.55 0.18 -0.68 0.15
C 0.26 -0.57 0.57 0.04
C -0.82 -1.71 0.42 0.04
N -0.21 1.40 -0.86 0.03
H 2.50 1.42 -1.29 0.01
H 0.43 -0.30 -1.68 0.01
H 1.15 -1.00 1.07 0.00
H -0.20 0.09 1.34 0.01
H -1.79 -1.17 0.26 0.00
H -0.91 -2.29 1.33 0.01
H -0.64 -2.44 -0.38 0.00
H -1.15 1.27 -0.46 0.01
H 0.05 2.14 -0.22 0.00
H 2.66 -0.20 -0.60 -0.09
H -3.55 0.72 0.46 0.02
O -2.66 0.31 0.47 0.96

---

It is 1 that is the most stable of them.

---

--- 1 ---
9
Properties=species:S:1:pos:R:3:lowdin_charge:R:1 method="wB97M-V/def2-TZVPD" homo_ev=-11.957 lumo_ev=0.8 mol_weight_g_mol=113.0 orbital_gap_ev=12.76
O -0.83 -0.25 -0.47 0.07
C 0.41 -0.21 0.07 -0.38
F 1.30 -0.92 -0.72 0.03
C 1.14 1.09 0.38 -0.25
F 2.11 1.03 1.33 0.11
N 0.85 2.12 -0.25 0.14
F 1.50 3.29 0.04 -0.02
H -0.66 -0.03 -1.42 0.14
H 0.38 -0.94 0.91 0.17

---

--- 2 ---
9
Properties=species:S:1:pos:R:3:lowdin_charge:R:1 method="wB97M-V/def2-TZVPD" homo_ev="-9.232 / -9.477" lumo_ev="0.2 / 0.2" mol_weight_g_mol=113.0 orbital_gap_ev="9.45 / 9.67"
C 1.36 0.06 -0.84 -0.18
C -1.43 -0.06 0.72 -0.43
N 0.57 -1.03 -0.33 0.05
O 1.49 -0.49 0.45 -0.05
F -2.05 0.31 -0.33 0.18
F -2.12 -0.65 1.71 0.13
F -0.68 0.98 1.21 0.08
H 2.13 -0.06 -1.63 0.12
H 0.73 0.93 -0.96 0.09

---

--- 3 ---
9
Properties=species:S:1:pos:R:3:lowdin_charge:R:1 method="wB97M-V/def2-TZVPD" homo_ev=-11.748 lumo_ev=-1.3 mol_weight_g_mol=113.0 orbital_gap_ev=10.48
O -1.13 0.61 -1.13 0.08
C -0.21 1.18 -0.57 -0.14
C 0.81 0.43 0.22 -0.30
F 1.76 1.19 0.75 0.12
N 0.69 -0.77 0.56 0.12
F 1.56 -1.34 1.38 0.03
H -0.01 2.24 -0.84 0.14
F -1.66 -2.21 -0.05 -0.09
H -1.81 -1.33 -0.32 0.04

---

It is 1 that is the most stable of them.